# 1
ORCA calculation (ωB97M-V with the def2-TZVPD basis set) on a molecular structure, C46H95InN5O8 at a distorted geometry.

The calculation puts the relative energy (zero: lowest compared OMol25 entry of this formula, charge and spin) at 0.0 kJ/mol. The total energy is -2874.9926 hartree. The calculation puts the maximum force at 2.625 eV Å⁻¹.

ORCA input file:
```
! wB97M-V def2-TZVPD RIJCOSX def2/J DEFGRID3
* xyz 1 1
In -0.36 -19.09 12.21
O -4.03 -14.00 15.99
O -1.29 -16.41 11.80
O -1.97 -12.71 12.24
O -3.33 -18.95 11.83
O 2.50 -18.87 11.20
O -1.77 -15.01 13.49
O -2.19 -17.13 13.63
O -0.27 -13.08 15.10
N 0.48 -11.90 15.19
N 1.87 -17.74 10.61
N -4.82 -14.73 16.92
N -2.94 -12.57 11.32
N -4.27 -19.27 10.82
C 2.27 -12.88 13.91
C -4.69 -18.08 10.10
C -5.79 -18.45 9.11
C -5.88 -14.83 19.06
C -6.87 -14.86 15.39
C 1.91 -12.13 15.20
C 2.06 -9.71 16.13
C -1.79 -16.15 12.92
C -5.19 -13.91 18.06
C 2.67 -10.81 15.23
C -5.18 -20.29 11.31
C 0.96 -16.74 8.55
C 3.93 -16.24 10.91
C -4.71 -12.77 12.98
C -3.78 -10.48 12.41
C -2.42 -12.36 9.97
C -5.92 -19.83 12.59
C -3.95 -13.36 18.78
C -1.55 -11.09 9.92
C 2.42 -16.48 11.13
C 1.50 -15.38 9.01
C -6.10 -12.72 17.71
C 1.63 -15.33 10.50
C -3.48 -17.67 9.25
C -4.98 -16.53 15.34
C -7.04 -15.61 18.45
C 0.58 -9.60 15.93
C -6.27 -20.60 10.28
C -5.19 -11.72 10.78
C -6.47 -16.45 17.31
C -1.59 -10.64 15.37
C -0.22 -10.90 15.98
C -0.39 -11.30 17.46
C 2.33 -12.95 16.41
C 1.74 -17.91 9.17
C -6.89 -19.36 9.64
C 2.14 -16.39 12.64
C 0.86 -19.12 8.88
C 3.06 -18.09 8.40
C -5.79 -15.59 16.23
C -3.56 -12.27 8.96
C -4.64 -11.28 9.42
C -1.53 -13.54 9.59
C -4.13 -11.87 11.88
C -5.19 -16.92 10.94
C -4.47 -21.60 11.57
H -7.52 -16.24 19.20
H -2.74 -17.20 9.90
H -1.56 -10.37 14.31
H -4.05 -13.24 8.85
H -5.82 -12.25 16.75
H -7.06 -21.25 10.66
H -4.98 -15.98 10.42
H -3.83 -18.44 12.49
H 1.72 -13.81 13.86
H -0.10 -16.77 8.83
H -7.33 -16.92 16.82
H -5.99 -11.91 18.43
H -4.49 -13.17 15.81
H 3.44 -18.85 10.97
H -6.23 -17.05 11.25
H 1.28 -20.05 9.26
H -4.92 -12.16 13.86
H -6.43 -18.88 12.45
H -6.27 -14.31 19.94
H -3.82 -16.95 8.49
H 4.30 -15.52 11.63
H -5.94 -10.97 11.07
H 1.05 -14.54 8.47
H -2.99 -10.51 13.15
H 0.54 -11.56 17.95
H -1.22 -10.92 8.90
H -7.14 -13.02 17.59
H 4.45 -17.19 11.11
H -6.67 -20.57 12.88
H -5.21 -19.76 13.42
H -5.78 -17.17 17.74
H 2.61 -15.47 13.00
H 1.06 -16.32 12.83
H -3.95 -13.44 13.37
H -5.47 -11.38 8.72
H -5.76 -12.64 10.70
H -7.63 -19.55 8.86
H -5.57 -17.36 14.94
H -5.79 -21.07 9.41
H 2.74 -10.39 14.22
H -2.01 -13.66 12.61
H -6.60 -13.81 15.28
H -4.58 -16.77 11.84
H 2.15 -14.41 10.81
H 0.64 -15.19 10.93
H -2.18 -11.56 15.36
H -1.35 -13.48 8.51
H 2.28 -12.44 17.37
H 0.63 -19.24 7.82
H -2.09 -10.20 10.25
H -3.54 -9.75 11.64
H -6.22 -17.54 8.69
H -4.66 -10.10 12.93
H 3.69 -10.99 15.55
H 2.50 -17.26 13.18
H 3.38 -13.27 16.32
H 0.43 -9.15 14.94
H -2.10 -9.87 15.95
H -0.12 -18.99 9.36
H -3.94 -21.95 10.68
H 2.34 -9.98 17.16
H -2.00 -14.51 9.79
H -4.18 -17.04 15.89
H 3.53 -17.15 8.11
H 2.49 -15.32 8.52
H -7.85 -14.96 15.86
H 3.82 -18.57 9.01
H -4.28 -10.26 9.45
H -0.99 -10.56 17.99
H 1.04 -16.86 7.47
H -0.89 -12.28 17.46
H 1.82 -13.91 16.51
H 2.93 -18.70 7.50
H -3.43 -12.69 18.10
H -7.43 -18.77 10.39
H 0.19 -8.86 16.64
H -6.92 -15.32 14.40
H -4.59 -15.96 14.50
H -3.73 -21.52 12.37
H -3.18 -11.88 8.02
H -5.19 -22.38 11.81
H 3.35 -13.05 13.94
H -0.62 -11.21 10.48
H 4.18 -15.93 9.90
H -3.01 -18.52 8.76
H 1.99 -12.27 13.05
H -0.49 -13.18 14.16
H -4.27 -12.76 19.63
H -3.33 -14.19 19.12
H -7.82 -14.97 18.03
H 2.63 -8.83 15.84
H -5.17 -15.60 19.37
H -5.33 -18.95 8.24
H -0.58 -13.51 10.12
H -5.61 -13.33 12.76
*
```

---

# 2
ORCA calculation (ωB97M-V with the def2-TZVPD basis set) on a molecular structure, C31H28As2AuINOS5.

The calculation puts the relative energy (zero: lowest compared OMol25 entry of this formula, charge and spin) at 99.9 kJ/mol. The total energy is -8223.7558 hartree. The calculation puts the maximum force at 0.193 eV Å⁻¹. The expectation value of S² is 2.0287.

ORCA input file:
```
! wB97M-V def2-TZVPD RIJCOSX def2/J DEFGRID3
* xyz 1 3
Au -0.24 -0.47 0.89
I -0.63 -3.80 4.40
As -0.10 3.80 -0.38
As 1.90 -0.14 -0.30
S -1.09 -2.48 -0.20
S -6.54 -4.04 0.85
S -3.74 -3.76 -0.07
S -2.32 -0.30 2.03
S -4.81 -1.85 1.85
O 1.08 -0.27 3.14
N 2.21 -2.11 3.75
C -2.66 2.49 -0.31
C 2.65 5.05 -3.27
C -3.17 -1.60 1.37
C 4.34 -1.67 0.09
C 2.06 -1.09 -4.39
C 1.99 4.75 -2.09
C -0.07 -1.75 4.59
C 1.70 -2.43 -1.99
C 5.87 -1.31 1.91
C 0.77 4.24 -4.52
C -1.39 2.41 -0.87
C 5.52 -1.99 0.76
C -2.10 0.43 -2.08
C -1.12 1.36 -1.76
C 5.06 -0.30 2.41
C 1.12 -1.33 3.76
C 1.34 2.64 0.35
C 2.05 4.79 -4.49
C -3.36 0.52 -1.51
C 3.88 0.02 1.75
C 2.12 1.76 -0.63
C 1.92 -1.06 -1.99
C 3.52 -0.67 0.60
C -3.64 1.56 -0.63
C 1.84 -2.46 -4.39
C 1.66 -3.13 -3.19
C 0.72 4.17 -2.11
C -2.65 -2.51 0.44
C 2.11 -0.39 -3.20
C -5.12 -3.27 0.88
C 0.11 3.93 -3.34
H 0.29 4.06 -5.47
H -2.89 3.30 0.37
H 2.47 4.97 -1.14
H 3.23 0.79 2.15
H -0.92 -1.17 4.28
H 4.08 -2.20 -0.82
H -4.63 1.65 -0.19
H -0.17 1.30 -2.27
H -0.89 3.51 -3.39
H 0.82 2.04 1.11
H 3.01 -1.82 3.23
H 2.56 5.03 -5.41
H 3.19 1.96 -0.60
H 2.21 -3.01 4.22
H 3.64 5.50 -3.24
H 1.81 -3.01 -5.32
H -1.88 -0.37 -2.78
H 0.14 -1.56 5.64
H 2.01 3.29 0.91
H -4.13 -0.19 -1.77
H 1.55 -2.96 -1.06
H 6.79 -1.56 2.43
H 2.21 -0.57 -5.33
H 2.29 0.68 -3.23
H 1.81 1.94 -1.66
H 6.16 -2.77 0.37
H 5.34 0.24 3.30
H 1.49 -4.20 -3.18
*
```

---

# 3
ORCA calculation (ωB97M-V with the def2-TZVPD basis set) on a single C6H8BrNO2 molecule at a distorted geometry.

The calculation puts the relative energy (zero: lowest compared OMol25 entry of this formula, charge and spin) at 667.8 kJ/mol. The total energy is -3012.4270 hartree. The calculation puts the maximum force at 6.164 eV Å⁻¹.

ORCA input file:
```
! wB97M-V def2-TZVPD RIJCOSX def2/J DEFGRID3
* xyz 0 1
Br 0.75 -2.91 0.84
O 1.06 2.26 1.37
O 2.20 0.73 2.28
N 1.15 1.17 1.89
C 0.81 -0.71 -1.00
C -1.08 0.20 1.31
C -1.22 0.36 -0.06
C -0.04 0.72 -0.87
C 1.28 -1.17 0.33
C 0.10 0.27 2.03
H -2.05 -0.09 1.77
H -2.21 0.35 -0.44
H -0.11 1.00 -1.99
H 0.56 1.40 -0.46
H 2.18 -0.89 0.86
H 1.66 -0.66 -1.60
H 0.29 -1.59 -1.36
H 0.15 -0.24 2.93
*
```